{
  "formula": "C23H27F7N4NiOSb",
  "method": "ωB97M-V/def2-TZVPD",
  "symbols": ["Ni", "C", "C", "C", "C", "C", "C", "C", "C", "C", "C", "C", "C", "N", "C", "C", "C", "C", "C", "C", "F", "H", "H", "H", "H", "H", "H", "H", "H", "H", "H", "H", "H", "H", "H", "H", "H", "H", "H", "H", "H", "H", "C", "O", "C", "C", "H", "H", "H", "H", "H", "H", "F", "Sb", "F", "F", "F", "F", "F", "N", "C", "N", "C", "N"],
  "coordinates": [[-1.244, -0.629, -0.822], [2.250, -2.148, 2.642], [2.434, -1.228, 1.428], [3.905, -1.209, 1.001], [1.898, 0.165, 1.718], [2.315, 0.818, 2.872], [1.770, 2.033, 3.246], [0.768, 2.588, 2.466], [0.335, 1.987, 1.290], [-0.758, 2.673, 0.499], [-2.003, 1.795, 0.412], [-0.245, 3.136, -0.870], [0.933, 0.770, 0.876], [0.572, 0.110, -0.315], [1.494, -0.017, -1.306], [2.647, 0.787, -1.441], [3.506, 0.656, -2.522], [3.271, -0.279, -3.519], [2.147, -1.098, -3.419], [1.315, -0.958, -2.341], [0.239, -1.783, -2.216], [2.509, -3.176, 2.376], [1.213, -2.129, 2.979], [2.885, -1.841, 3.476], [1.846, -1.649, 0.611], [4.516, -0.702, 1.753], [4.025, -0.691, 0.051], [4.282, -2.229, 0.882], [3.075, 0.363, 3.499], [2.098, 2.525, 4.154], [0.308, 3.519, 2.778], [-1.047, 3.575, 1.049], [-1.740, 0.818, -0.015], [-2.767, 2.255, -0.218], [-2.432, 1.615, 1.398], [0.031, 2.291, -1.495], [0.633, 3.777, -0.752], [-1.018, 3.705, -1.392], [2.827, 1.544, -0.686], [4.371, 1.306, -2.589], [3.938, -0.365, -4.367], [1.915, -1.836, -4.176], [-1.462, -3.794, -0.852], [-1.533, -3.195, 0.453], [-1.183, -1.968, 0.598], [-1.445, -1.540, 1.989], [-0.427, -3.867, -1.179], [-2.037, -3.203, -1.561], [-1.897, -4.785, -0.749], [-1.421, -2.386, 2.680], [-2.476, -1.157, 2.008], [-0.788, -0.731, 2.306], [-2.972, -1.310, -1.032], [-5.022, -0.658, 0.583], [-4.597, -2.366, 1.512], [-5.977, -1.881, -0.594], [-6.604, -0.596, 1.666], [-5.975, 0.828, -0.455], [-4.072, 0.152, 2.342], [-1.789, 4.447, -4.654], [-1.963, 3.349, -4.311], [-2.245, 2.109, -4.036], [-1.775, 1.280, -3.192], [-1.353, 0.427, -2.517]],
  "forces_ev_per_angstrom": [[0.85, -1.14, 0.33], [-0.08, 0.06, -0.11], [0.14, -0.03, 0.11], [-0.07, -0.01, -0.02], [-0.18, 0.01, -0.12], [0.09, 0.00, -0.02], [-0.02, -0.03, 0.04], [0.05, -0.03, 0.05], [0.06, -0.12, -0.10], [0.08, -0.06, -0.23], [-0.06, 0.26, 0.19], [-0.03, 0.01, 0.04], [0.07, -0.10, 0.15], [-0.80, -0.43, -0.64], [0.16, 0.39, 0.09], [-0.14, -0.02, -0.08], [0.02, -0.01, 0.04], [0.07, 0.02, -0.03], [0.04, 0.02, 0.01], [-0.02, 0.08, 0.24], [0.57, -0.52, -0.58], [0.02, -0.01, 0.03], [0.02, -0.04, 0.05], [0.01, -0.02, 0.01], [-0.01, 0.07, -0.02], [0.01, -0.03, 0.02], [0.05, 0.01, 0.02], [0.01, 0.00, 0.01], [-0.01, -0.03, 0.00], [0.00, 0.02, -0.01], [-0.03, 0.01, -0.05], [0.11, -0.02, 0.10], [-0.50, 0.91, 0.49], [-0.01, -0.08, -0.05], [-0.02, -0.02, -0.01], [0.03, 0.00, 0.00], [-0.02, 0.03, 0.00], [0.01, 0.00, -0.02], [0.04, 0.00, -0.01], [-0.01, 0.01, 0.00], [-0.01, -0.01, -0.01], [-0.04, -0.02, 0.03], [-0.18, -0.11, -0.43], [0.93, -0.30, -0.02], [-1.99, 1.15, -0.12], [0.61, -0.26, 0.22], [0.03, 0.04, 0.14], [-0.05, 0.07, 0.12], [-0.01, 0.02, 0.08], [0.04, 0.04, 0.05], [0.01, 0.10, -0.09], [-0.02, 0.03, -0.04], [0.20, 0.27, 0.10], [-1.19, -0.37, 0.81], [0.35, 0.42, -0.24], [0.26, 0.25, -0.15], [0.17, 0.06, 0.02], [0.82, -0.39, 0.48], [-0.33, -0.14, -1.15], [0.01, 0.00, 0.03], [0.27, 0.01, 0.20], [-0.59, -0.20, -0.34], [0.47, 0.12, -0.08], [-0.25, 0.08, 0.46]],
  "mulliken_charge": [-0.54, -1.72, 1.17, -1.47, 1.29, -0.37, -1.39, -0.95, 0.66, 0.63, 0.24, -1.33, -2.17, 2.65, 0.91, -0.85, -0.63, -0.71, -0.77, -0.52, -0.15, 0.42, 0.36, 0.37, -0.22, 0.27, 0.25, 0.44, 0.29, 0.34, 0.38, 0.63, -1.09, 0.53, 0.47, -0.12, 0.30, 0.51, 0.43, 0.39, 0.36, 0.44, -0.76, -0.27, 1.13, -0.75, 0.28, 0.27, 0.36, 0.45, 0.01, -0.11, -0.79, 1.98, -0.63, -0.59, -0.58, -0.61, -0.66, -0.66, 0.52, -0.82, 0.64, -0.18],
  "e_homo_ev": [-2.60, -2.60],
  "mol_weight_g_mol": 688.93,
  "spin_multiplicity": 2,
  "charge": -2,
  "homo_lumo_gap_ev": [6.803, 6.532],
  "relative_energy_ev": 1.423
}